[1]
# C4H5NO

The molecule C4H5NO in a non-equilibrium geometry (ωB97M-V/def2-TZVPD, the Open Molecules 2025 dataset).

```
11
Properties=species:S:1:pos:R:3:forces:R:3:nbo_charge:R:1
H 0.383866 1.540676 -1.036152 0.036 -0.271 -0.040 0.227
H -1.795878 -0.482029 -0.198041 0.043 0.174 0.142 0.232
N 0.324326 -2.720463 0.843140 0.206 0.986 -0.527 -0.308
C 0.388453 -1.612266 0.514880 0.008 -0.771 0.199 0.256
H -1.452448 1.134453 0.616396 0.089 -0.009 -0.136 0.236
H 1.844307 0.911151 0.684085 0.006 -0.092 0.256 0.478
O 1.108299 0.553143 1.196025 0.030 0.188 0.007 -0.669
C -0.007637 0.525228 -0.995917 0.048 -0.030 -0.157 -0.418
C 0.317293 -0.168225 0.304378 -0.207 -0.117 -0.068 0.127
H -0.026739 0.010466 -1.949712 -0.030 -0.102 0.218 0.235
C -1.083844 0.307864 0.020918 -0.230 0.044 0.108 -0.396
```
Positions in Å, forces in eV/Å.

- Frontier orbital gap: 11.300 eV
- Calculated total energy: -7764.9446 eV
- Spin multiplicity: 1
- Max |F|: 1.14 eV Å⁻¹
- Structure (SMILES): N#CC1(O)CC1


[2]
# C2H4O3Rb

A structure of composition C2H4O3Rb in a non-equilibrium geometry (ωB97M-V/def2-TZVPD, the Open Molecules 2025 dataset).

```
10
Properties=species:S:1:pos:R:3:forces:R:3:lowdin_charge:R:1
O -0.486239 0.298858 0.280878 5.792 0.778 -7.287 -0.574
H 2.018631 -0.729502 -1.507892 0.170 -0.341 0.256 0.061
C 1.528941 -0.659522 -0.536602 -0.212 -0.140 0.180 -0.039
C 0.201161 0.091178 -0.711092 0.914 2.267 -2.775 -0.776
H 1.361791 -1.602202 -0.015522 -0.031 -0.488 -0.441 0.052
H 2.140571 -0.129342 0.193398 0.156 0.449 -0.218 0.059
O -2.388979 1.241608 0.747648 -4.159 2.628 -0.365 -0.737
Rb -1.284019 -0.173952 1.957668 -2.519 -4.969 11.457 1.215
H -3.073199 1.022118 1.409618 -0.763 0.917 -0.543 -0.207
O -0.018659 0.640758 -1.818102 0.652 -1.101 -0.265 -0.054
```
Positions in Å, forces in eV/Å.

- Frontier orbital gap: 4.739 eV
- Calculated total energy: -8932.6842 eV
- Spin multiplicity: 1
- Max |F|: 12.74 eV Å⁻¹
- Charge: -1


Quick rundown of energy relative to the best compared isomer or geometry (same formula, charge and spin), same order as above: 36.5 105.6 kcal/mol